[1]
The following is a DFT calculation (the ωB97M-V functional and the def2-TZVPD basis) of a structure of composition C8H7Br9F8O.

## Properties
* highest occupied orbital energy: -9.66 eV
* calculated total energy: -662571.1788 eV

ORCA input file:
```
! RIJCOSX wB97M-V def2-TZVPD def2/J DEFGRID3
* xyz 0 1
C -1.3029 -0.5426 -0.8140
C -0.3014 -1.7027 -1.0615
C 0.6040 -1.7699 0.1891
F 1.7009 -2.5191 0.0367
F 0.9197 -0.5646 0.7036
F -0.9180 -2.8468 -1.3279
F 0.3473 -1.4256 -2.1570
O -2.1029 -0.7807 0.3934
C -3.2380 0.0356 0.5507
C -3.9626 -0.2696 1.9170
F -3.1311 0.1499 2.8970
F -5.1267 0.3485 2.1629
F -2.9076 1.3187 0.4473
F -4.2056 -0.1535 -0.3786
H -1.9700 -0.4594 -1.6720
H -0.8023 0.4248 -0.7738
H 0.0490 -2.1995 1.0231
H -4.0671 -1.3496 2.0208
C -0.6280 4.0367 1.0966
Br 0.9028 5.2177 1.2608
Br -0.1691 2.0810 0.9222
Br -1.7807 4.6340 -0.3453
H -1.2516 4.1000 1.9885
C 2.0956 0.9973 0.1711
Br 2.5449 -0.3554 -1.1388
Br 2.8549 2.7113 -0.4167
Br 2.4210 0.5143 2.0481
H 1.0154 1.1407 0.1936
C 4.4104 -1.9936 -1.8789
Br 6.3610 -2.4073 -1.5446
Br 3.3436 -3.6370 -1.4525
Br 4.1323 -1.5975 -3.8073
H 4.1629 -1.1359 -1.2535
*
```

***

[2]
The following is a DFT calculation (the ωB97M-V functional and the def2-TZVPD basis) of a cluster of 2 separate species, C8H7BrClN3 in total.

## Properties
* highest occupied orbital energy (alpha / beta): -7.19 / -6.90 eV
* calculated total energy: -95437.3371 eV

ORCA input file:
```
! RIJCOSX wB97M-V def2-TZVPD def2/J DEFGRID3
* xyz 0 1
C 2.4907 1.9959 -2.2065
C 2.5604 0.7893 -1.4817
C 1.7292 2.9777 -1.6336
C 1.9830 0.6130 -0.2684
C 1.2824 1.7067 0.2390
C -2.4156 -1.1031 -1.5037
C -1.1356 -0.9657 -2.3340
C -2.1199 0.1222 -0.6066
N 1.2618 2.7736 -0.3957
N -0.4683 0.2101 -1.8933
N -1.0313 0.7446 -0.8865
Cl 1.9179 -0.9192 0.6234
Br -3.4717 0.8715 0.4945
H 3.1267 2.2661 -3.1109
H 3.2461 0.0655 -1.8713
H 1.6705 3.9549 -2.0254
H -3.3250 -1.2091 -2.1930
H -2.4549 -1.7522 -0.7105
H -0.3802 -1.6686 -2.0413
H -1.1843 -1.1344 -3.4772
*
```

***

[3]
The following is a DFT calculation (the ωB97M-V functional and the def2-TZVPD basis) of a cluster of 2 separate species, C8H7Cl2F3N in total.

## Properties
* highest occupied orbital energy: -13.87 eV
* calculated total energy: -43087.2103 eV

ORCA input file:
```
! RIJCOSX wB97M-V def2-TZVPD def2/J DEFGRID3
* xyz 1 1
C -0.6813 1.3933 -1.4949
C 0.7121 1.4308 -1.2570
C -1.5377 0.8075 -0.5788
C 1.2354 0.8819 -0.0382
C 0.3654 0.0815 0.7000
C -0.9605 0.0335 0.4042
C -0.9005 -2.6861 -0.1537
C 2.6502 1.0544 0.2409
N -1.7638 -0.8160 1.3127
F 2.8776 1.6441 1.4061
F 3.3055 -0.1435 0.3862
F 3.3135 1.7783 -0.6717
Cl 0.7849 -2.9901 -0.1654
Cl -1.8179 -3.5112 -1.1137
H -1.0619 1.9264 -2.3184
H 1.1763 2.0359 -1.9981
H -2.6363 0.8284 -0.5680
H 0.7517 -0.6545 1.4580
H -2.7780 -0.8029 1.0623
H -1.6543 -0.4725 2.3189
H -1.3805 -1.8192 1.0686
*
```

***

ΔE to the lowest compared entry with this formula, charge and spin per entry: 692.2; 428.8; 64.4 kJ/mol